C18H45N10O5P2Sr | ωB97M-V/def2-TZVPD

Last column: Mulliken charge in e.
Geometry (Å):
Sr 1.27 -1.01 0.17  1.762
N -1.05 0.98 -0.51  0.929
O -1.77 1.85 -1.02  -0.475
O -1.07 -0.20 -0.96  -0.682
O -0.04 1.31 0.20  -0.612
O -0.04 -3.07 -0.17  -0.453
P -1.09 -4.14 -0.30  -0.470
N -2.40 -3.85 0.70  0.500
C -3.40 -4.84 0.97  -1.074
C -2.76 -2.47 1.00  -0.849
N -0.57 -5.62 0.19  0.291
C -0.13 -5.88 1.57  -0.905
C -0.07 -6.62 -0.81  -1.020
N -1.63 -4.26 -1.88  0.468
C -2.67 -5.23 -2.32  -1.101
C -1.27 -3.26 -2.87  -0.848
H -2.99 -5.84 0.80  0.364
H -4.24 -4.80 0.26  0.285
H -3.84 -4.79 1.96  0.335
H -3.70 -2.17 0.53  0.292
H -1.97 -1.77 0.72  -0.015
H -2.71 -2.32 2.08  0.374
H -1.02 -5.71 2.20  0.348
H 0.04 -6.94 1.67  0.383
H 0.69 -5.25 1.90  0.190
H 0.00 -7.59 -0.33  0.397
H -0.81 -6.75 -1.59  0.326
H 0.90 -6.26 -1.15  0.302
H -2.52 -5.37 -3.38  0.374
H -2.62 -6.14 -1.73  0.439
H -3.65 -4.82 -2.07  0.250
H -1.73 -2.27 -2.74  0.199
H -1.62 -3.56 -3.85  0.347
H -0.20 -3.05 -2.87  0.230
O 3.15 0.98 0.05  -0.802
P 3.62 2.27 0.66  0.310
N 5.27 2.35 0.64  0.399
C 6.02 1.54 -0.32  -1.061
C 6.10 3.30 1.36  -1.250
N 3.24 2.43 2.29  0.327
C 3.75 1.51 3.27  -1.039
C 1.92 2.98 2.64  -0.809
N 3.06 3.61 -0.18  0.368
C 3.48 4.97 0.13  -0.825
C 1.75 3.56 -0.81  -1.040
H 5.36 1.13 -1.09  0.292
H 6.52 0.69 0.14  0.308
H 6.75 2.13 -0.88  0.328
H 6.62 3.98 0.69  0.380
H 6.85 2.75 1.94  0.350
H 5.56 3.93 2.06  0.390
H 3.03 0.72 3.55  0.286
H 4.62 0.98 2.88  0.345
H 3.92 1.93 4.26  0.319
H 1.97 3.37 3.66  0.450
H 1.66 3.86 2.05  0.100
H 1.16 2.21 2.47  0.181
H 2.83 5.42 0.90  0.339
H 4.45 5.14 0.58  0.229
H 3.37 5.58 -0.77  0.346
H 1.65 2.68 -1.45  0.157
H 1.60 4.41 -1.47  0.476
H 0.92 3.50 -0.09  0.247
C -3.95 1.01 -3.42  -0.620
C -3.75 -0.05 -4.41  0.179
N -3.55 -0.84 -5.21  -0.424
H -3.67 0.71 -2.41  0.245
H -5.00 1.29 -3.42  0.402
H -3.24 1.79 -3.70  0.229
C -1.96 3.35 2.06  -0.005
C -1.94 2.52 3.24  0.290
N -1.90 1.83 4.16  -0.465
H -2.70 3.00 1.33  -0.042
H -1.04 3.24 1.49  -0.307
H -2.27 4.39 2.11  0.472
C -3.78 3.92 -1.37  0.053
C -4.82 4.88 -0.99  0.182
N -5.64 5.62 -0.70  -0.361
H -3.39 3.29 -0.58  -0.111
H -2.88 4.52 -1.52  0.297
H -4.07 3.30 -2.21  0.003

For the LUMO energy, the calculation gives -3.734 eV. As for the spin multiplicity: 1. As for the charge: +1. As for the gap between HOMO and LUMO: 7.6 eV. The calculation puts the largest force on an atom at 0.0692 hartree/bohr.